Computed, not measured: a 2-piece molecular cluster, C2H3F2I overall at a distorted geometry, with ωB97M-V/def2-TZVPD.

ORCA input file:
```
! wB97M-V def2-TZVPD RIJCOSX def2/J DEFGRID3
* xyz 0 1
F -1.27 0.44 -2.12
C -1.44 0.47 -0.78
C -0.40 0.54 0.03
F -0.61 0.66 1.29
H -2.56 0.60 -0.43
H 0.60 0.48 -0.32
I 3.16 -0.89 1.35
H 2.51 -2.30 0.97
*
```

Properties
HOMO-LUMO gap: 0.3747 Eh
E_HOMO: -9.7 eV
DFT total energy: -575.367080 Ha